17
Properties=species:S:1:pos:R:3:lowdin_charge:R:1 method="wB97M-V/def2-TZVPD" e_homo_ev=-9.520 homo_lumo_gap_ha=0.3745 smiles="CN[C@@H](C=O)CC=O" e_tot_ev=-10914.4413
C 1.2020 -1.7928 -0.4860 -0.098
N 1.1051 -0.3631 -0.8912 -0.108
C 0.3219 0.4834 0.0128 -0.327
C 0.4979 1.9190 -0.5008 -0.216
O 0.0185 2.8406 0.1023 0.064
C -1.2102 0.2029 0.1207 -0.099
C -1.6139 0.1123 1.5696 -0.264
O -2.3081 -0.7534 2.0376 0.053
H 1.8504 -1.7741 0.3923 0.080
H 0.2882 -2.2983 -0.1501 0.075
H 1.6100 -2.2205 -1.3938 0.078
H 0.7103 -0.2504 -1.8245 0.104
H 0.8553 0.4935 0.9701 0.151
H 1.1398 2.0265 -1.3861 0.125
H -1.8194 1.0586 -0.2134 0.124
H -1.4690 -0.5839 -0.5918 0.122
H -1.1788 0.8996 2.2325 0.136

***

17
Properties=species:S:1:pos:R:3:lowdin_charge:R:1 method="wB97M-V/def2-TZVPD" e_homo_ev="-9.531 / -7.851" homo_lumo_gap_ha="0.3523 / 0.2695" e_tot_ev=-10912.6141
C 0.1489 -0.2414 -0.4637 -0.270
C 0.2144 -0.4605 1.0005 -0.388
C -1.0946 -0.3635 -1.2509 -0.060
C 1.3783 0.2003 -1.1712 -0.043
N -0.3172 -1.7456 0.9252 0.134
C -0.6302 0.7631 1.5261 -0.467
O 0.0490 1.9360 1.6221 0.111
O -1.7679 0.6717 1.8895 0.123
H 0.9746 1.8278 1.3607 0.105
H -1.0710 -1.8236 1.6096 0.060
H 1.2253 -0.3667 1.4289 0.156
H -1.0688 -1.2874 -1.8426 0.095
H -1.2230 0.4724 -1.9435 0.089
H -1.9586 -0.4943 -0.5896 0.090
H 1.1691 0.9730 -1.9144 0.089
H 2.1429 0.5934 -0.4928 0.077
H 1.8288 -0.6548 -1.6941 0.100

***

17
Properties=species:S:1:pos:R:3:lowdin_charge:R:1 method="wB97M-V/def2-TZVPD" e_homo_ev="-7.475 / -6.877" homo_lumo_gap_ha="0.2726 / 0.2318" e_tot_ev=-10912.5800
C -2.0839 -0.4401 0.1009 -0.541
C -1.9529 0.8619 0.3564 -0.123
C 0.2051 -0.3743 -0.3300 -0.115
C 2.5363 0.4035 -0.2402 -0.154
C 1.5589 -0.5891 0.2327 -0.272
N -0.7902 -1.0934 0.1384 0.111
O -3.1724 -0.9830 -0.1523 -0.015
O -2.9596 1.6996 -0.0922 0.046
H -1.0593 1.2226 0.8163 0.111
H -0.0530 0.4994 -0.8618 0.115
H 2.2688 1.4443 -0.0881 0.075
H 2.5851 0.1585 -1.2978 0.073
H 3.6447 0.2022 0.0756 0.118
H 1.5329 -0.5729 1.4189 0.159
H 2.0478 -1.4886 -0.1771 0.122
H -0.6971 -2.0816 0.5714 0.215
H -3.6111 1.1308 -0.4712 0.076

***

17
Properties=species:S:1:pos:R:3:lowdin_charge:R:1 method="wB97M-V/def2-TZVPD" e_homo_ev=-9.593 homo_lumo_gap_ha=0.3756 smiles="CC1(C)CC(=O)N1O" e_tot_ev=-10911.3192
C 1.6174 0.3344 -1.0713 -0.042
C 0.3719 -0.0116 -0.1653 -0.429
C 0.5472 0.0051 1.4415 -0.063
C -0.5097 -1.3249 -0.2389 -0.039
C -1.7086 -0.3590 -0.3060 -0.576
O -2.8277 -0.5739 -0.1947 0.182
N -0.9526 0.7101 -0.6159 -0.048
O -1.5628 1.6932 0.1509 -0.022
H 1.2198 -0.0565 -2.1169 0.108
H 2.5105 -0.4095 -0.5733 0.142
H 1.7640 1.4396 -0.9291 0.076
H 1.2542 0.9012 1.9879 0.138
H 1.1842 -0.9394 1.4926 0.087
H -0.4039 0.0617 1.9434 0.061
H -0.4597 -1.7358 0.7842 0.091
H -0.3812 -2.2056 -1.0545 0.165
H -1.6629 2.4709 -0.5347 0.169

***

18
Properties=species:S:1:pos:R:3:lowdin_charge:R:1 method="wB97M-V/def2-TZVPD" e_homo_ev=-9.677 homo_lumo_gap_ha=0.3805 smiles="CN1[C@@H]2C[C@@H]2CS1(=O)=O" e_tot_ev=-21747.9213
C -1.0523 -1.8445 0.7506 -0.133
N -0.1113 -1.0120 0.0864 -0.226
C 0.6551 0.2396 1.0284 -0.120
C 0.0320 1.5775 0.9342 -0.074
C 1.1266 1.1625 0.0130 -0.319
C 0.9388 0.6563 -1.3566 -0.162
S -0.5655 -0.3328 -1.2985 0.626
O -1.7229 0.5098 -1.4370 -0.287
O -0.5344 -1.4412 -2.2376 -0.309
H -0.6638 -2.3837 1.6839 0.115
H -1.9403 -1.3514 1.1379 0.084
H -1.3520 -2.5884 0.0718 0.064
H 1.2231 -0.0773 1.9099 0.146
H 0.2801 2.2369 1.8694 0.151
H -0.9417 1.7562 0.4632 0.104
H 2.1921 1.6313 0.0699 0.179
H 0.7906 1.3057 -2.1100 0.076
H 1.6458 -0.0443 -1.5786 0.085

***

18
Properties=species:S:1:pos:R:3:lowdin_charge:R:1 method="wB97M-V/def2-TZVPD" e_homo_ev=-8.807 homo_lumo_gap_ha=0.3104 e_tot_ev=-18788.8799
C 2.7402 1.4522 0.1115 0.111
C 1.9222 0.9918 0.8713 -0.228
C 0.0697 -2.0196 0.1250 -0.580
C 0.9110 0.3381 1.5372 -0.039
C -0.1094 -0.6490 -0.1078 -0.478
N 0.6470 -0.3607 -1.2582 0.050
O 0.3829 -2.8367 -0.9961 0.054
O -0.0364 -2.6217 1.1441 0.123
Si -1.7916 0.0457 0.1698 0.702
H 3.6131 1.9631 -0.3829 0.067
H 0.3417 0.9875 2.1818 0.079
H 0.9445 -0.6176 1.8936 0.037
H 0.7752 0.5606 -1.3760 0.017
H 1.5998 -0.7685 -1.0887 0.132
H 0.2135 -2.3128 -1.8079 0.100
H -2.1956 0.5146 1.5329 -0.060
H -2.8505 -1.0643 -0.1454 -0.036
H -1.8304 1.1312 -0.8615 -0.052

***

18
Properties=species:S:1:pos:R:3:lowdin_charge:R:1 method="wB97M-V/def2-TZVPD" e_homo_ev=-8.399 homo_lumo_gap_ha=0.3207 e_tot_ev=-12957.8820
C 1.5309 0.2195 -1.4975 -0.043
C -2.0032 0.7938 1.5240 -0.037
N 0.8250 -0.6284 -0.5333 -0.189
C -0.9749 -0.4161 -0.5068 -0.163
C -1.0702 -0.0246 0.7141 -0.135
C 0.5323 -0.1303 1.2331 -0.350
O 1.5296 -1.8514 -0.3852 -0.040
O -1.6131 -0.5009 -1.6576 0.105
O 1.0219 0.8685 1.7681 -0.049
H 2.4204 -1.6170 -0.0678 0.110
H -1.2377 0.1349 -2.2886 0.127
H 0.6383 -1.1350 1.6753 0.127
H 1.0352 1.1889 -1.5636 0.097
H 1.4895 -0.2757 -2.4701 0.091
H 2.5720 0.3748 -1.1970 0.095
H -1.4967 1.6915 1.8882 0.087
H -2.8907 1.0887 0.9603 0.080
H -2.3085 0.2186 2.4043 0.087

***

18
Properties=species:S:1:pos:R:3:lowdin_charge:R:1 method="wB97M-V/def2-TZVPD" e_homo_ev=-9.376 homo_lumo_gap_ha=0.3664 smiles="O=C1C[C@@]2(CN1)CO2.O" e_tot_ev=-12960.0858
O 3.1796 -0.6499 1.0053 0.100
C 2.2515 -1.4144 1.1937 -0.314
C 1.4133 -1.4942 2.4606 -0.018
C 0.0303 -1.0428 2.0280 -0.436
C -0.2195 -1.5217 0.6047 -0.144
N 1.1007 -1.8406 0.0734 -0.022
C -1.0415 -0.6952 2.9514 -0.073
O -0.2876 0.3190 2.2922 -0.004
H 1.3874 -2.5367 2.8103 0.136
H 1.8292 -0.8614 3.2531 0.143
H -0.8531 -2.4211 0.6163 0.120
H -0.7322 -0.7374 0.0302 0.133
H 1.1492 -1.8592 -0.9394 0.106
H -2.0810 -0.7894 2.6229 0.123
H -0.8666 -0.7854 4.0271 0.122
O 3.5009 -3.1326 0.1278 -0.164
H 2.4049 -3.1069 -0.3451 0.176
H 3.4323 -3.6928 0.9075 0.018